A cluster of 3 separate species, C3H11NO3 in total at a distorted geometry, computed with wB97M-V/def2-TZVPD.

```
18
Properties=species:S:1:pos:R:3:forces:R:3:mulliken_charge:R:1
O 1.207516 0.133522 1.559669 0.5 -0.6 -0.3 -0.5950
C 0.294736 0.726709 1.045018 0.4 1.0 1.4 -0.0703
C 0.307334 1.409040 -0.267166 -0.7 0.2 -1.5 0.5290
C 1.516152 1.065443 -1.128751 -0.4 0.2 0.0 -1.4244
N -0.977403 1.153691 -0.981860 0.2 -0.6 0.6 -0.7378
H -0.572386 0.942675 1.693477 -0.6 -0.2 -0.3 0.3699
H 0.277697 2.486147 -0.073026 0.3 0.0 0.3 0.3262
H 1.421172 1.493897 -2.123365 -0.3 0.1 0.0 0.4078
H 1.583029 -0.012488 -1.251020 0.3 -0.1 0.1 0.2826
H 2.414517 1.494925 -0.694465 0.2 -0.3 0.2 0.3549
H -1.066311 0.139027 -1.128018 0.1 0.5 -0.3 0.3173
H -1.730299 1.335791 -0.314155 0.0 0.2 -0.3 0.2624
H -1.350682 -1.708021 0.037817 0.1 -0.3 -0.6 0.3512
H -2.355953 -2.111031 -1.056039 0.0 0.0 -0.1 0.3026
O -1.494642 -1.697191 -0.934654 0.0 -0.2 0.8 -0.6827
H 0.299905 -3.010373 1.609013 0.2 -0.3 -0.1 0.3180
H 0.432235 -1.583897 2.101490 0.7 0.7 0.2 0.3284
O -0.206616 -2.257868 1.906038 -1.0 -0.5 -0.2 -0.6400
```
Forces are in eV/Å.

## Properties
energy above the lowest of the compared OMol25 structures with the same formula, charge and spin: 30.0 kcal per mole
E_HOMO: -9.47 eV
SMILES: C[C@@H](N)C=O.O.O
spin multiplicity: 1
energy: -10921.7048 eV
Kohn-Sham gap: 10.117 eV